Record 1
Here is a 12-piece molecular cluster, C47H118O12 overall at a distorted geometry from the Open Molecules 2025 dataset. Energies are from ωB97M-V/def2-TZVPD.

For the HOMO energy, the calculation gives -9.44 eV. The HOMO-LUMO gap is 10.1 eV. As for the largest force on an atom: 2.8 eV/A. As for the LUMO energy: 0.66 eV. For the total energy, the calculation gives -75217.196 eV.

Cartesian coordinates (Å):
C 2.22 1.32 2.71
C 3.23 1.52 1.54
C 4.65 1.54 2.07
O 3.15 0.50 0.57
H 2.36 2.19 3.33
H 2.47 0.36 3.23
H 1.21 1.29 2.35
H 2.92 2.50 1.07
H 4.95 0.57 2.44
H 4.77 2.32 2.84
H 5.34 1.87 1.27
H 2.26 0.32 0.23
C -2.04 -0.80 4.22
C -2.74 -2.07 4.71
O -2.50 -3.12 3.82
C -3.29 -4.27 4.10
C -3.05 -5.25 3.00
H -2.06 -0.05 4.99
H -1.04 -1.04 3.92
H -2.66 -0.47 3.39
H -2.44 -2.35 5.72
H -3.82 -1.90 4.79
H -2.96 -4.73 5.11
H -4.34 -4.02 4.16
H -3.44 -4.83 2.08
H -3.61 -6.14 3.22
H -2.01 -5.52 2.87
C 2.13 7.32 -1.44
C 3.25 6.50 -0.78
O 3.08 5.12 -1.10
C 4.19 4.29 -0.82
C 4.00 3.02 -1.67
H 1.14 7.01 -1.10
H 2.22 8.37 -1.19
H 2.18 7.20 -2.48
H 4.21 6.79 -1.21
H 3.25 6.69 0.31
H 5.17 4.79 -0.97
H 4.08 3.96 0.24
H 4.08 3.32 -2.72
H 2.98 2.70 -1.42
H 4.65 2.20 -1.36
C -7.41 1.31 -0.39
C -6.67 0.90 0.90
O -6.42 -0.46 0.78
C -5.72 -0.94 1.90
C -5.11 -2.27 1.51
H -7.52 2.39 -0.40
H -6.82 0.98 -1.26
H -8.38 0.79 -0.42
H -5.71 1.46 0.94
H -7.23 1.06 1.79
H -4.94 -0.25 2.19
H -6.41 -1.10 2.74
H -4.36 -2.58 2.25
H -4.52 -2.16 0.58
H -5.86 -3.04 1.35
C -2.74 3.84 -4.43
C -2.59 2.85 -3.31
O -3.50 1.79 -3.57
C -3.41 0.80 -2.55
C -4.30 -0.42 -2.96
H -3.77 4.15 -4.50
H -2.11 4.72 -4.26
H -2.41 3.36 -5.37
H -1.60 2.42 -3.25
H -2.77 3.27 -2.34
H -2.35 0.47 -2.52
H -3.71 1.09 -1.56
H -4.42 -1.00 -2.04
H -3.86 -0.98 -3.79
H -5.34 -0.01 -3.17
C 0.30 -3.87 -4.30
C 1.05 -4.15 -3.03
O 0.03 -4.39 -2.05
C 0.60 -4.77 -0.77
C -0.54 -4.72 0.25
H 0.94 -4.03 -5.16
H -0.57 -4.51 -4.39
H -0.07 -2.84 -4.41
H 1.69 -5.02 -3.06
H 1.68 -3.34 -2.76
H 1.12 -5.72 -0.81
H 1.37 -4.07 -0.45
H -0.17 -4.81 1.28
H -1.21 -5.54 0.15
H -1.03 -3.76 0.11
C -1.35 7.80 0.40
C -0.60 6.68 0.98
O -0.60 5.66 -0.04
C 0.17 4.52 0.36
C 0.08 3.48 -0.74
H -0.92 8.30 -0.46
H -2.39 7.55 0.18
H -1.36 8.63 1.14
H 0.39 6.93 1.33
H -1.10 6.30 1.88
H 1.17 4.88 0.53
H -0.28 4.14 1.29
H 0.68 2.62 -0.35
H 0.35 3.96 -1.67
H -0.94 3.11 -0.86
C -1.19 3.02 7.74
C -0.51 2.65 6.43
O -1.49 2.92 5.46
C -1.06 2.67 4.14
C -2.19 3.14 3.20
H -0.71 2.54 8.62
H -1.27 4.09 7.89
H -2.20 2.62 7.71
H 0.43 3.24 6.28
H -0.19 1.59 6.45
H -0.12 3.24 3.92
H -0.87 1.60 4.02
H -2.03 2.62 2.21
H -2.09 4.20 3.01
H -3.18 2.91 3.60
C -2.34 -1.76 -6.41
C -1.54 -0.44 -6.54
O -0.18 -0.74 -6.24
C 0.59 0.48 -6.20
C 2.07 0.10 -6.06
H -1.99 -2.50 -7.13
H -2.10 -2.22 -5.43
H -3.42 -1.61 -6.54
H -1.56 0.07 -7.52
H -1.90 0.34 -5.79
H 0.43 1.00 -7.21
H 0.23 1.12 -5.43
H 2.51 -0.09 -7.05
H 2.28 -0.68 -5.32
H 2.57 1.00 -5.69
C 1.38 -0.26 -2.35
C 0.30 -0.73 -1.44
O 0.40 0.01 -0.24
C -0.35 -0.73 0.71
C -1.87 -0.66 0.57
H 2.39 -0.42 -2.03
H 1.22 -0.75 -3.33
H 1.23 0.85 -2.34
H -0.62 -0.38 -1.93
H 0.28 -1.83 -1.24
H 0.00 -1.79 0.78
H -0.10 -0.26 1.70
H -2.24 -1.34 -0.20
H -2.23 0.34 0.34
H -2.37 -0.95 1.51
C 4.32 -5.02 -1.18
C 4.21 -3.46 -1.05
O 5.41 -2.87 -1.31
C 5.35 -1.45 -1.41
C 6.68 -1.00 -1.98
H 3.40 -5.48 -0.81
H 4.48 -5.27 -2.18
H 5.16 -5.36 -0.55
H 3.42 -3.11 -1.70
H 3.89 -3.24 -0.02
H 4.54 -1.14 -2.06
H 5.17 -0.97 -0.41
H 6.86 -1.24 -3.01
H 7.48 -1.45 -1.37
H 6.80 0.07 -1.83
C 2.24 -7.22 1.65
C 3.40 -6.35 2.16
O 2.90 -5.03 2.24
C 3.46 -4.17 3.17
C 2.57 -2.99 3.32
H 2.69 -8.23 1.57
H 1.61 -7.22 2.51
H 1.83 -6.92 0.66
H 3.67 -6.70 3.15
H 4.20 -6.33 1.45
H 3.66 -4.70 4.12
H 4.48 -3.88 2.85
H 2.48 -2.52 2.31
H 3.02 -2.24 4.00
H 1.57 -3.20 3.73

Löwdin population analysis, charges in e, atoms 1 to 8:
1. C -0.04
2. C -0.50
3. C -0.06
4. O -0.07
5. H 0.07
6. H 0.09
7. H 0.04
8. H 0.12

=====

Record 2
Here is a 15-piece molecular cluster, C47H124F6N21O24S2 overall at a distorted geometry from the Open Molecules 2025 dataset. Energies are from ωB97M-V/def2-TZVPD.

The total charge is -1. For the HOMO energy, the calculation gives -6.36 eV. The HOMO-LUMO gap is 8.1 eV. As for the largest force on an atom: 8.0 eV/A. As for the LUMO energy: 1.77 eV. For the total energy, the calculation gives -169148.989 eV.

Cartesian coordinates (Å):
C -2.14 0.16 -0.20
F -2.30 1.49 -0.07
F -3.18 -0.51 0.19
F -1.93 -0.08 -1.46
S -0.51 -0.48 0.67
O -0.57 0.19 2.00
O -0.62 -1.91 0.70
N 0.74 0.11 -0.36
S 1.94 -0.04 0.52
O 2.28 1.09 1.37
O 2.06 -1.36 1.16
C 3.34 0.07 -0.95
F 4.48 -0.27 -0.39
F 2.90 -0.70 -1.92
F 3.46 1.36 -1.41
C -2.66 -4.30 -2.49
O -3.45 -3.69 -3.20
N -1.81 -3.85 -1.65
N -2.78 -5.56 -2.45
H -1.18 -4.48 -1.16
H -2.00 -2.91 -1.35
H -3.54 -5.93 -3.00
H -2.30 -5.94 -1.65
C 2.56 0.03 5.50
O 2.07 -0.80 6.25
N 3.46 0.94 5.81
N 2.51 -0.05 4.17
H 3.74 1.06 6.77
H 3.76 1.54 5.06
H 1.93 -0.77 3.77
H 2.76 0.79 3.66
C 3.66 3.52 3.64
O 4.39 2.56 3.57
N 3.64 4.22 4.75
N 2.96 4.11 2.69
H 3.18 5.12 4.76
H 4.33 4.05 5.46
H 2.28 4.83 2.89
H 3.10 3.77 1.75
C 4.84 -2.75 -4.55
O 5.13 -1.82 -5.31
N 4.90 -4.03 -4.71
N 4.52 -2.57 -3.35
H 4.90 -4.75 -4.00
H 5.41 -4.30 -5.54
H 4.32 -3.40 -2.81
H 4.33 -1.65 -2.97
C -4.71 -0.33 -3.59
O -5.32 0.65 -3.89
N -4.88 -0.99 -2.51
N -3.65 -0.74 -4.18
H -4.22 -1.74 -2.38
H -5.67 -0.77 -1.91
H -3.36 -0.24 -5.00
H -3.11 -1.58 -3.99
C 0.16 4.13 -0.23
O 0.51 5.23 -0.60
N 0.67 3.11 -0.85
N -0.73 3.89 0.68
H 0.31 2.19 -0.64
H 1.43 3.31 -1.48
H -1.22 4.70 1.02
H -0.91 2.94 0.98
C 0.11 -0.61 -3.91
O -0.15 -1.00 -5.01
N 0.05 0.63 -3.52
N 0.51 -1.37 -2.94
H 0.02 0.56 -2.51
H -0.44 1.28 -4.12
H 0.74 -0.82 -2.13
H 0.47 -2.38 -2.92
C 3.60 5.20 -1.97
C 3.74 5.96 -0.62
O 3.95 7.33 -0.74
H 4.50 5.37 -2.57
H 2.72 5.45 -2.56
H 3.46 4.15 -1.71
H 4.63 5.59 -0.11
H 2.91 5.67 0.02
H 3.12 7.75 -0.98
C -3.51 -2.04 3.12
O -3.05 -1.73 4.40
C -1.78 -2.48 4.73
C -0.97 -1.93 5.91
N -1.88 -1.65 6.97
C -1.19 -0.95 8.09
C -2.18 -0.82 9.27
O -3.30 0.10 8.86
C -4.18 0.46 9.97
H -4.39 -1.42 2.92
H -3.76 -3.05 2.80
H -2.75 -1.66 2.45
H -1.16 -2.64 3.85
H -2.13 -3.47 4.99
H -0.55 -1.03 5.47
H -0.15 -2.51 6.34
H -2.78 -1.30 6.69
H -0.94 0.00 7.62
H -0.20 -1.41 8.20
H -1.58 -0.29 10.02
H -2.56 -1.79 9.57
H -4.90 1.20 9.61
H -3.57 0.96 10.72
H -4.55 -0.38 10.55
C -11.40 1.13 -3.70
O -10.50 0.20 -4.38
C -9.16 0.30 -4.05
C -8.87 0.18 -2.52
N -9.42 -1.05 -2.03
C -9.07 -1.27 -0.63
C -7.57 -1.77 -0.46
O -6.67 -0.57 -0.62
C -6.38 0.19 0.56
H -12.46 0.88 -3.76
H -11.22 2.19 -3.91
H -11.30 1.02 -2.62
H -8.61 1.07 -4.58
H -8.74 -0.63 -4.43
H -9.26 1.02 -1.95
H -7.82 0.19 -2.23
H -10.38 -1.19 -2.32
H -9.59 -2.06 -0.09
H -9.25 -0.38 -0.02
H -7.30 -2.59 -1.11
H -7.44 -2.10 0.57
H -5.87 -0.48 1.25
H -7.25 0.55 1.11
H -5.72 1.03 0.35
C -0.03 -1.16 -10.17
O 0.08 0.08 -9.39
C -0.19 -0.01 -7.99
C -1.63 -0.28 -7.57
N -2.18 0.46 -6.49
C -2.28 1.91 -6.63
C -2.81 2.47 -5.35
O -1.74 2.70 -4.41
C -2.20 2.88 -3.08
H 0.80 -1.78 -9.83
H 0.15 -1.04 -11.24
H -1.01 -1.60 -10.00
H 0.08 0.98 -7.62
H 0.50 -0.69 -7.50
H -1.65 -1.34 -7.32
H -2.35 -0.28 -8.40
H -1.57 0.39 -5.69
H -2.87 2.14 -7.52
H -1.29 2.34 -6.78
H -3.69 1.86 -5.14
H -3.23 3.41 -5.70
H -3.01 2.16 -2.92
H -2.71 3.84 -2.98
H -1.33 2.83 -2.44
C 7.39 -0.85 -1.46
O 7.09 0.48 -1.69
C 7.15 0.70 -3.11
C 7.45 2.16 -3.49
N 8.44 2.73 -2.48
C 8.40 4.19 -2.44
C 7.38 4.56 -1.33
O 7.70 3.97 -0.07
C 6.69 2.94 0.34
H 8.39 -1.19 -1.72
H 6.63 -1.46 -1.95
H 7.15 -1.16 -0.44
H 6.24 0.43 -3.64
H 8.02 0.19 -3.53
H 6.55 2.76 -3.45
H 7.98 2.18 -4.45
H 8.23 2.41 -1.55
H 8.15 4.61 -3.41
H 9.40 4.56 -2.18
H 6.34 4.33 -1.58
H 7.55 5.61 -1.07
H 6.17 2.30 -0.37
H 5.76 3.37 0.72
H 7.21 2.36 1.11
C 1.28 -8.52 -4.81
O 1.78 -7.57 -3.89
C 0.91 -6.40 -3.85
C 1.54 -5.29 -3.00
N 1.37 -5.65 -1.58
C 1.69 -4.45 -0.71
C 1.87 -4.98 0.77
O 2.76 -6.08 0.85
C 2.33 -7.22 1.63
H 0.28 -8.88 -4.54
H 1.91 -9.41 -4.80
H 1.44 -8.23 -5.84
H -0.13 -6.48 -3.55
H 0.81 -6.01 -4.86
H 0.81 -4.52 -3.27
H 2.53 -4.94 -3.28
H 1.91 -6.48 -1.39
H 0.86 -3.74 -0.77
H 2.51 -3.82 -1.04
H 0.89 -4.92 1.25
H 2.36 -4.30 1.47
H 3.10 -7.33 2.39
H 2.43 -8.01 0.88
H 1.32 -7.01 1.97
C 3.23 2.49 10.15
O 1.90 2.75 9.70
C 1.68 3.46 8.55
C 0.16 3.43 8.18
N -0.13 3.73 6.76
C 0.42 2.81 5.80
C -0.43 2.86 4.45
O -1.84 2.79 4.64
C -2.11 1.54 5.24
H 3.86 2.05 9.38
H 3.07 1.68 10.86
H 3.80 3.37 10.45
H 2.34 2.99 7.82
H 2.03 4.47 8.76
H -0.41 4.11 8.82
H -0.18 2.43 8.46
H -1.11 3.92 6.61
H 0.39 1.84 6.28
H 1.47 3.05 5.66
H -0.03 2.02 3.88
H -0.29 3.73 3.81
H -2.40 1.71 6.28
H -1.24 0.88 5.26
H -2.93 1.03 4.72

Löwdin population analysis, charges in e, atoms 1 to 8:
1. C -0.67
2. F 0.13
3. F 0.19
4. F 0.15
5. S 0.70
6. O -0.31
7. O -0.30
8. N -0.33

=====

Record 3
Here is C47H35AsBrClMoN3O6 as an isolated structure at a distorted geometry from the Open Molecules 2025 dataset. Energies are from ωB97M-V/def2-TZVPD.

Its multiplicity is 3. The total charge is +1. For the HOMO energy (alpha / beta), the calculation gives -10.61 / -10.63 eV. The HOMO-LUMO gap (alpha / beta) is 6.9 / 6.7 eV. As for the largest force on an atom: 1.5 eV/A. The relative energy (zero: lowest compared OMol25 entry of this formula, charge and spin) comes out at 57.6 kcal/mol. As for the LUMO energy (alpha / beta): -3.69 / -3.89 eV. For the total energy, the calculation gives -211317.152 eV.

Cartesian coordinates (Å):
Mo -0.85 1.05 0.16
Br 3.28 2.29 6.31
C 2.52 1.83 4.64
C 2.85 0.60 4.05
C 2.31 0.26 2.83
C 1.40 1.09 2.17
O 0.87 0.77 1.00
C 1.03 2.30 2.81
C 0.04 3.14 2.27
N -0.72 2.86 1.25
C -1.63 3.85 0.83
C -2.22 4.81 1.61
C -3.04 5.79 1.03
C -3.25 5.81 -0.33
C -2.68 4.82 -1.15
C -2.85 4.76 -2.54
C -2.24 3.76 -3.24
C -1.49 2.79 -2.56
N -1.31 2.79 -1.25
C -1.88 3.82 -0.55
C 1.64 2.67 4.03
H 3.53 -0.07 4.55
H 2.58 -0.68 2.38
H -0.09 4.11 2.75
H -2.09 4.81 2.69
H -3.49 6.54 1.66
H -3.85 6.59 -0.78
H -3.47 5.50 -3.04
H -2.33 3.68 -4.31
H -1.03 2.01 -3.13
H 1.37 3.61 4.49
O -4.69 2.08 0.71
C -3.81 1.25 0.85
O -2.85 1.09 -0.02
C -3.76 0.42 2.14
C -2.91 1.22 3.16
C -3.16 0.68 4.57
C -2.34 -0.63 4.56
C -1.83 -0.63 3.12
O -1.58 0.76 2.86
C -2.98 -0.93 2.13
C -2.40 -1.27 0.76
O -2.99 -1.93 -0.06
O -1.16 -0.83 0.57
H -4.78 0.31 2.48
H -2.99 2.30 3.05
H -4.22 0.52 4.76
H -2.78 1.38 5.32
H -2.92 -1.51 4.78
H -1.50 -0.58 5.25
H -0.92 -1.21 2.94
H -3.61 -1.76 2.44
C 3.83 -6.81 -0.41
C 3.92 -6.07 0.76
C 3.25 -4.86 0.87
C 2.50 -4.37 -0.20
C 2.41 -5.12 -1.37
C 3.07 -6.34 -1.47
As 1.67 -2.60 0.08
C 3.17 -1.59 -0.68
C 4.45 -1.46 -0.16
C 5.40 -0.69 -0.83
C 5.06 -0.05 -2.01
C 3.79 -0.19 -2.54
C 2.85 -0.96 -1.88
C 1.45 -1.19 -2.40
C 1.35 -1.29 -3.95
C 0.13 -2.06 -4.49
C -0.86 -2.59 -3.42
C -0.26 -2.94 -2.10
C 0.81 -2.30 -1.63
H 4.34 -7.76 -0.49
H 4.51 -6.44 1.59
H 3.31 -4.29 1.79
H 1.83 -4.75 -2.20
H 2.99 -6.92 -2.38
H 4.73 -1.98 0.75
H 6.39 -0.60 -0.42
H 5.80 0.55 -2.53
H 3.54 0.31 -3.47
H 2.28 -1.45 -4.47
H 0.30 -2.70 -5.35
H -1.49 -3.40 -3.79
H -0.74 -3.72 -1.52
Cl -3.31 -1.38 -4.10
C -1.65 -1.21 -3.51
C -0.66 -0.74 -4.59
C 0.55 0.03 -4.02
C 0.59 0.19 -2.48
N -0.69 0.23 -1.77
C -1.68 -0.41 -2.26
H -1.10 -0.37 -5.50
H 0.89 0.90 -4.59
H 1.17 1.05 -2.15
H -2.64 -0.34 -1.75

Löwdin population analysis, charges in e, atoms 1 to 8:
1. Mo 1.88
2. Br 0.77
3. C -0.68
4. C -0.08
5. C 0.02
6. C -0.29
7. O -0.23
8. C -0.14